Here is a cluster of 10 separate species, C15H40F22N7O13P3S4 in total in a non-equilibrium geometry from the Open Molecules 2025 dataset. Energies are from the ωB97M-V functional and the def2-TZVPD basis.

Values from the calculation:
LUMO, eV: -2.0
Highest occupied orbital energy, hartree: -0.2918

Atoms and positions in Å:
C 4.000 -2.546 -1.283
C 5.003 -1.434 -1.480
O 5.250 -0.685 -0.553
N 5.575 -1.098 -2.870
H 4.798 -1.165 -3.512
H 5.793 -0.117 -2.961
C 6.723 -2.073 -3.278
H 4.027 -2.931 -0.264
H 4.241 -3.445 -1.850
H 2.966 -2.300 -1.526
H 6.675 -3.159 -3.203
H 7.651 -1.850 -2.752
H 6.896 -1.826 -4.326
C -0.534 2.256 6.561
C -0.706 0.805 6.746
O -1.188 0.417 7.741
N -0.560 -0.209 5.606
H -1.466 -0.425 5.217
H 0.006 0.145 4.849
C 0.035 -1.543 6.160
H -1.334 2.690 5.960
H 0.365 2.549 6.019
H -0.396 2.597 7.587
H -0.712 -2.088 6.737
H 1.019 -1.585 6.626
H 0.333 -2.105 5.274
C -5.854 -1.629 -2.674
C -5.144 -0.958 -1.565
O -3.966 -1.077 -1.320
N -6.022 -0.146 -0.620
H -5.808 0.838 -0.703
H -7.014 -0.312 -0.714
C -5.750 -0.461 0.854
H -6.868 -1.827 -2.327
H -5.511 -2.641 -2.887
H -5.984 -0.933 -3.502
H -6.599 -0.166 1.471
H -4.804 -0.013 1.156
H -5.672 -1.502 1.170
C 1.583 -1.205 1.644
C 1.371 -0.129 0.536
O 2.299 0.636 0.208
N -0.048 0.051 0.077
H -0.513 -0.452 0.819
H -0.425 0.967 0.274
C -0.229 -0.265 -1.421
H 2.656 -1.206 1.836
H 1.361 -2.223 1.325
H 1.038 -1.030 2.571
H -1.287 -0.321 -1.678
H 0.175 -1.248 -1.665
H 0.345 0.539 -1.881
C -0.173 6.204 -0.902
C -0.056 4.794 -1.381
O -0.843 4.360 -2.234
N 0.988 3.884 -0.706
H 1.419 4.430 0.027
H 0.625 3.068 -0.234
C 2.023 3.418 -1.770
H 0.495 6.952 -1.329
H 0.040 6.248 0.166
H -1.183 6.515 -1.169
H 2.746 4.186 -2.046
H 1.576 3.232 -2.747
H 2.514 2.486 -1.490
P 3.361 0.676 4.498
F 3.185 2.241 4.887
F 1.818 0.661 4.075
F 3.672 0.976 2.947
F 3.462 -0.903 4.368
F 4.952 0.686 4.863
F 2.813 0.493 6.011
P 2.241 -0.563 -4.783
F 2.330 -1.172 -3.257
F 3.813 -0.093 -4.997
F 2.959 -1.970 -5.449
F 1.888 -0.194 -6.275
F 0.793 -1.098 -4.816
F 1.731 0.896 -4.257
P -2.289 -2.430 2.391
F -2.821 -3.919 2.702
F -2.265 -2.153 3.916
F -0.725 -2.898 2.261
F -1.767 -0.904 2.118
F -2.423 -2.762 0.771
F -3.755 -1.811 2.385
N -0.966 2.357 0.944
S -0.849 2.814 2.359
O -0.757 1.707 3.315
O -1.165 4.117 2.916
F 0.744 3.062 2.216
S -2.619 2.734 0.954
O -3.094 4.097 0.733
O -3.446 1.879 1.863
F -2.987 2.041 -0.498
N -2.009 -2.441 -6.620
S -1.479 -3.704 -7.270
O -2.431 -4.822 -7.206
O -0.061 -3.752 -7.450
F -1.898 -3.278 -8.779
S -1.980 -3.220 -5.035
O -0.744 -3.767 -4.507
O -3.232 -3.726 -4.535
F -1.959 -1.794 -4.152



Here is a cluster of 5 separate species, C15H40O15S5 in total in a non-equilibrium geometry from the Open Molecules 2025 dataset. Energies are from the ωB97M-V functional and the def2-TZVPD basis.

Values from the calculation:
Spin multiplicity: 2
ΔE to the lowest compared entry with this formula, charge and spin, kcal/mol: 0.0
LUMO (spin up / spin down), eV: -2.6 / -9.6
Total charge: +1
Highest occupied orbital energy (spin up / spin down), hartree: -0.4634 / -0.4634

Atoms and positions in Å:
O -7.559 -9.182 30.445
S -7.266 -9.938 29.242
O -7.683 -9.537 27.858
O -5.636 -9.881 29.098
C -4.714 -9.867 30.224
C -3.647 -8.928 29.749
C -7.355 -11.724 29.456
H -4.295 -10.843 30.465
H -5.223 -9.407 31.072
H -3.200 -8.273 30.496
H -3.960 -8.218 28.984
H -2.842 -9.423 29.205
H -7.324 -12.157 28.456
H -8.313 -11.893 29.948
H -6.519 -12.000 30.097
O -12.798 -8.678 31.887
S -12.389 -8.847 33.269
O -12.244 -10.121 33.998
O -10.907 -8.156 33.372
C -9.717 -8.817 32.941
C -9.378 -10.094 33.716
C -13.259 -7.598 34.341
H -8.954 -8.050 33.082
H -9.800 -9.075 31.885
H -9.651 -10.117 34.771
H -8.309 -10.300 33.660
H -9.978 -10.944 33.395
H -12.961 -6.550 34.298
H -13.228 -8.018 35.347
H -14.336 -7.674 34.196
O -5.523 -8.874 36.560
S -4.473 -7.875 36.693
O -4.994 -6.590 37.140
O -3.382 -8.429 37.830
C -2.805 -9.745 37.862
C -1.606 -9.787 38.863
C -3.414 -7.693 35.194
H -2.506 -10.153 36.896
H -3.576 -10.411 38.248
H -1.925 -9.832 39.904
H -0.985 -8.927 38.611
H -0.983 -10.596 38.481
H -2.635 -6.959 35.400
H -3.921 -7.429 34.266
H -2.935 -8.667 35.088
O -2.929 -13.800 36.824
S -2.269 -14.166 38.067
O -1.837 -13.153 38.993
O -3.278 -15.198 38.862
C -4.009 -16.111 38.068
C -5.364 -15.391 37.934
C -0.843 -15.268 37.755
H -4.091 -17.066 38.587
H -3.588 -16.288 37.079
H -5.758 -15.239 38.939
H -6.106 -16.038 37.465
H -5.379 -14.370 37.553
H -0.617 -15.787 38.687
H -0.046 -14.589 37.452
H -1.206 -15.985 37.019
O -5.488 -9.825 34.061
S -5.635 -11.272 33.735
O -6.587 -11.793 32.760
O -4.084 -11.816 33.215
C -2.894 -11.586 33.970
C -1.966 -12.358 33.141
C -5.766 -12.123 35.269
H -3.028 -11.934 34.994
H -2.723 -10.510 34.006
H -1.147 -12.687 33.780
H -1.643 -11.752 32.294
H -2.289 -13.382 32.950
H -5.217 -13.057 35.148
H -6.786 -12.433 35.495
H -5.319 -11.399 35.950



Here is a structure of composition C15H41FIN2O5PS2Si2 in a non-equilibrium geometry from the Open Molecules 2025 dataset. Energies are from the ωB97M-V functional and the def2-TZVPD basis.

Values from the calculation:
LUMO, eV: -0.3
Highest occupied orbital energy, hartree: -0.3111

Atoms and positions in Å:
C 4.641 -1.222 -0.111
C 3.233 -0.356 -0.363
P 3.570 1.535 -0.252
C 4.339 1.957 -1.992
Si 1.702 2.696 -0.203
F 1.340 3.172 -1.866
O 0.378 1.933 0.663
Si -0.798 1.200 -0.417
S -0.046 -0.419 -1.632
S -1.877 2.616 -1.668
I -2.551 0.200 1.099
H 5.051 -1.115 0.983
H 5.439 -0.830 -0.906
H 4.423 -2.351 -0.424
H 2.938 -0.563 -1.500
H 2.441 -0.753 0.402
H 3.532 1.549 -2.770
H 5.384 1.444 -2.149
H 4.377 3.142 -2.103
H 1.996 3.955 0.530
H 0.825 0.038 -2.639
H -1.400 2.578 -3.007
C -1.146 5.862 6.097
O -0.357 5.722 4.920
C -0.182 4.357 4.525
C -0.919 4.082 3.204
N -2.373 4.104 3.392
C -3.130 4.102 2.137
C -2.970 5.329 1.216
O -3.504 6.536 1.765
C -2.608 7.248 2.606
H -1.116 6.912 6.401
H -2.186 5.595 5.897
H -0.748 5.252 6.911
H -0.492 3.653 5.307
H 0.892 4.212 4.359
H -0.618 3.103 2.819
H -0.605 4.846 2.484
H -2.627 4.939 3.916
H -4.188 4.019 2.408
H -2.880 3.195 1.571
H -3.556 5.131 0.311
H -1.940 5.475 0.877
H -1.565 7.121 2.305
H -2.752 6.942 3.646
H -2.858 8.312 2.541
C 0.799 -8.320 -4.053
O -0.365 -7.516 -4.206
C -1.383 -7.818 -3.246
C -1.569 -6.642 -2.273
N -0.413 -6.504 -1.380
C -0.412 -5.259 -0.606
C -0.289 -3.940 -1.394
O 0.975 -3.770 -2.040
C 1.063 -4.363 -3.328
H 1.462 -8.119 -4.900
H 1.331 -8.056 -3.135
H 0.546 -9.382 -4.052
H -1.183 -8.753 -2.707
H -2.314 -7.954 -3.806
H -2.471 -6.806 -1.675
H -1.712 -5.736 -2.872
H 0.440 -6.535 -1.934
H 0.435 -5.320 0.085
H -1.319 -5.224 0.013
H -0.362 -3.122 -0.667
H -1.112 -3.786 -2.098
H 0.104 -4.368 -3.851
H 1.464 -5.378 -3.243
H 1.776 -3.780 -3.919